No. 1
2 unconnected molecules or ions with the total composition C3H4BrNO at a distorted geometry, computed with ωB97M-V/def2-TZVPD.

## Properties
Charge: 0
Lowest unoccupied orbital energy (alpha / beta): -0.58 / -0.58 eV
Energy above the lowest of the compared OMol25 structures with the same formula, charge and spin: 94.49 kcal/mol
Frontier orbital gap (alpha / beta): 7.361 / 7.364 eV
Multiplicity: 1

Positions of all 10 atoms, in Å:
C: -0.228427 -0.963321 -1.529009
O: -0.437620 -1.557607 -2.501223
Br: -3.181769 -0.641136 -2.398433
C: 0.294129 -0.216561 0.558967
H: 0.841550 0.238428 1.420452
C: 0.742613 -0.485495 -0.657778
H: -1.991692 1.095634 -1.104486
H: -0.716785 -0.556999 0.894855
H: 1.727996 -0.200346 -0.885539
N: -2.164046 0.094164 -1.072443

Atomic forces in eV per Å
-3.4 0.8 -2.5
0.6 -0.2 0.6
-0.3 0.6 -0.3
-1.0 -0.3 2.9
0.1 -0.4 -1.3
-0.2 1.0 2.3
-0.2 0.1 -1.0
0.7 0.6 -0.8
1.1 0.0 -1.0
2.5 -2.1 1.1

natural (NBO) population analysis, charges in e, atoms 1 to 8:
1 C 0.78
2 O -0.41
3 Br 0.18
4 C -0.20
5 H 0.21
6 C -0.45
7 H 0.35
8 H 0.24

---

No. 2
A single C3H4BrNO2 molecule at a distorted geometry, computed with ωB97M-V/def2-TZVPD.

## Properties
Charge: 0
Lowest unoccupied orbital energy (alpha / beta): 0.57 / -1.84 eV
Energy above the lowest of the compared OMol25 structures with the same formula, charge and spin: 0.00 kcal/mol
Frontier orbital gap (alpha / beta): 9.489 / 8.401 eV
Multiplicity: 3

Positions of all 11 atoms, in Å:
O: -0.924355 1.372427 -2.182683
C: 0.529514 0.703892 -0.595161
H: -0.214626 -1.616725 1.806808
H: -1.279128 -1.244273 0.480136
N: -0.834493 1.115399 -1.002513
C: -0.531862 -0.911469 1.127458
Br: 1.169585 1.885001 0.807603
H: -0.740676 0.164012 1.479236
H: 1.173745 0.832358 -1.402285
O: 1.145301 -1.564527 -0.534180
C: 0.506996 -0.736096 0.015579

Atomic forces in eV per Å
-0.7 0.4 -0.8
-1.4 -0.3 2.2
0.4 -1.4 1.7
-2.1 -0.8 -0.4
1.0 -0.5 0.3
1.5 3.9 -1.7
0.3 0.3 0.1
0.0 -2.1 0.1
1.1 -0.2 -1.3
0.9 -1.3 -0.2
-0.9 1.8 0.1

natural (NBO) population analysis, charges in e, atoms 1 to 8:
1 O -0.15
2 C -0.24
3 H 0.24
4 H 0.24
5 N 0.02
6 C -0.71
7 Br 0.03
8 H 0.24

---

Q: Which value of energy above the lowest of the compared OMol25 structures with the same formula, charge and spin does entry 2 give?
A: 0.00 kcal/mol